Record 1
Computed, not measured: an isolated molecule of C2H3N3OS in a non-equilibrium geometry, with ωB97M-V/def2-TZVPD.

Cartesian coordinates (Å):
N -1.33 -0.27 -1.16
N -0.47 0.22 -0.23
O -0.79 -0.23 1.09
N 0.27 -0.04 1.82
C 1.22 0.31 1.09
C 0.91 0.28 -0.28
S 1.77 0.30 -1.74
H -1.45 -1.34 -1.00
H -2.35 0.05 -1.02
H 2.22 0.70 1.42

relative energy (zero: lowest compared OMol25 entry of this formula, charge and spin) = 381.7 kJ/mol
LUMO = -0.5 eV
structure (SMILES) = Nn1oncc1=S
total charge = 0
Kohn-Sham gap = 0.3008 hartree
spin multiplicity = 1
M = 117.133 g/mol
E_HOMO = -8.72 eV

Charges obtained by natural (NBO) population analysis, quoted in units of e: -0.601, 0.007, -0.173, -0.018, -0.088, 0.013, -0.124, 0.358, 0.382, 0.243

Record 2
Computed, not measured: a structure of composition C6H9N in a non-equilibrium geometry, with ωB97M-V/def2-TZVPD.

Cartesian coordinates (Å):
C -0.71 -1.50 0.91
C -0.03 -0.34 0.19
C 1.27 -0.66 -0.44
C 0.21 1.60 -0.85
C -0.86 0.52 -0.75
C 0.50 0.94 0.99
N 0.75 1.43 2.03
H -1.63 -1.19 1.41
H -0.03 -1.93 1.66
H -0.97 -2.29 0.19
H 1.45 -1.68 -0.78
H 2.14 -0.04 -0.31
H -0.02 2.61 -0.53
H 0.84 1.59 -1.73
H -1.79 0.87 -0.28
H -1.10 0.04 -1.71

relative energy (zero: lowest compared OMol25 entry of this formula, charge and spin) = 544.7 kJ/mol
LUMO (alpha / beta) = -0.8 / -0.2 eV
total charge = 0
Kohn-Sham gap (alpha / beta) = 0.2896 / 0.3026 hartree
spin multiplicity = 1
M = 95.145 g/mol
E_HOMO (alpha / beta) = -8.70 / -8.39 eV

Charges obtained by natural (NBO) population analysis, quoted in units of e: -0.615, -0.136, -0.276, -0.325, -0.441, 0.197, -0.315, 0.224, 0.228, 0.221, 0.180, 0.201, 0.213, 0.212, 0.218, 0.213

Record 3
Computed, not measured: a cluster of 3 separate species, C4H8N2O in total in a non-equilibrium geometry, with ωB97M-V/def2-TZVPD.

Cartesian coordinates (Å):
C -1.77 0.38 0.79
N -0.51 -0.09 0.86
C 0.18 -0.37 -0.29
C 1.68 -0.44 -0.15
O 2.14 0.62 0.67
C -0.45 -1.22 -1.25
N -0.95 -1.90 -2.05
H -2.46 -0.18 0.15
H -2.18 0.80 1.70
H -1.32 1.35 -0.47
H 0.10 0.32 1.56
H -0.59 1.09 -0.92
H 2.14 -0.43 -1.14
H 2.01 -1.36 0.35
H 1.99 1.44 0.19

relative energy (zero: lowest compared OMol25 entry of this formula, charge and spin) = 462.2 kJ/mol
LUMO = 0.5 eV
total charge = 0
Kohn-Sham gap = 0.3348 hartree
spin multiplicity = 1
M = 100.121 g/mol
E_HOMO = -8.63 eV

Charges obtained by natural (NBO) population analysis, quoted in units of e: -0.262, -0.468, -0.102, -0.082, -0.716, 0.238, -0.319, 0.215, 0.213, -0.003, 0.421, 0.011, 0.190, 0.191, 0.474

Record 4
Computed, not measured: a cluster of 4 separate species, CH10NO3 in total in a non-equilibrium geometry, with ωB97M-V/def2-TZVPD.

Cartesian coordinates (Å):
C -2.53 -2.07 -1.64
N -1.33 -1.53 -1.38
H -2.48 -2.21 -2.80
H -3.43 -2.00 -1.13
H -0.48 -1.78 -2.06
H -1.03 -1.00 -0.49
H 2.12 0.64 1.91
H 3.55 0.59 1.41
O 2.63 0.17 1.19
H 0.67 2.94 2.44
H -0.54 2.16 1.83
O 0.49 2.09 2.01
H 1.28 0.39 -0.81
H 0.66 1.22 -0.03
O 0.42 0.37 -0.47

relative energy (zero: lowest compared OMol25 entry of this formula, charge and spin) = 155.6 kJ/mol
LUMO (alpha / beta) = -8.6 / -14.9 eV
total charge = +2
Kohn-Sham gap (alpha / beta) = 0.4294 / 0.1808 hartree
spin multiplicity = 2
M = 84.095 g/mol
E_HOMO (alpha / beta) = -20.29 / -19.79 eV

Charges obtained by natural (NBO) population analysis, quoted in units of e: 0.178, -0.623, 0.254, 0.251, 0.466, 0.463, 0.539, 0.541, -0.357, 0.521, 0.522, -0.964, 0.487, 0.507, -0.786

Record 5
Computed, not measured: an isolated molecule of C5H6ClF in a non-equilibrium geometry, with ωB97M-V/def2-TZVPD.

Cartesian coordinates (Å):
C -2.27 -1.05 0.59
C -1.41 -0.05 0.28
C 0.97 0.71 -0.96
C 1.96 0.88 0.17
C -0.11 -0.27 -0.43
F 0.51 -1.50 -0.43
Cl 3.38 -0.06 0.38
H -3.07 -0.83 1.35
H -2.07 -2.10 0.37
H -1.66 0.91 0.72
H 0.62 1.70 -1.35
H 1.36 0.20 -1.76
H 1.79 1.46 1.07

relative energy (zero: lowest compared OMol25 entry of this formula, charge and spin) = 300.4 kJ/mol
LUMO (alpha / beta) = 0.2 / -0.1 eV
total charge = 0
Kohn-Sham gap (alpha / beta) = 0.2911 / 0.2901 hartree
spin multiplicity = 1
M = 120.554 g/mol
E_HOMO (alpha / beta) = -7.75 / -8.01 eV

Charges obtained by natural (NBO) population analysis, quoted in units of e: -0.366, -0.325, -0.544, -0.185, 0.441, -0.348, 0.023, 0.201, 0.204, 0.226, 0.239, 0.238, 0.196

Record 6
Computed, not measured: a cluster of 13 separate species, H26O13 in total in a non-equilibrium geometry, with ωB97M-V/def2-TZVPD.

Cartesian coordinates (Å):
O -0.13 0.79 -2.97
H -0.70 1.44 -2.55
H -0.80 0.44 -3.61
O -2.44 -1.61 0.69
H -3.36 -1.85 0.82
H -2.44 -1.33 -0.26
O -2.57 1.13 0.69
H -2.78 0.32 1.14
H -1.76 1.03 0.25
O 2.79 0.60 -1.52
H 2.68 0.49 -0.58
H 2.59 1.54 -1.65
O 2.06 -0.43 1.88
H 2.07 -1.02 2.62
H 1.41 0.29 2.06
O 0.92 -2.04 -2.94
H 0.63 -1.10 -2.98
H 1.09 -2.12 -2.02
O -1.13 -4.13 0.21
H -1.20 -3.24 0.34
H -1.41 -4.48 -0.62
O 1.30 -2.19 -0.14
H 1.59 -1.86 0.72
H 1.02 -3.06 0.12
O -0.73 -1.13 2.61
H -0.39 -0.39 2.19
H -1.43 -1.34 2.03
O 1.35 3.37 0.68
H 1.62 3.03 -0.16
H 2.21 3.23 1.03
O -1.48 2.69 -1.60
H -1.22 3.40 -2.11
H -1.67 2.99 -0.71
O -0.01 0.40 -0.12
H -0.12 -0.56 -0.10
H 0.26 0.55 -1.00
O 0.50 1.75 2.56
H 1.19 2.01 3.16
H 0.50 2.39 1.84

relative energy (zero: lowest compared OMol25 entry of this formula, charge and spin) = 235.9 kJ/mol
LUMO = -0.2 eV
total charge = 0
Kohn-Sham gap = 0.3715 hartree
spin multiplicity = 1
M = 234.195 g/mol
E_HOMO = -10.29 eV

Charges obtained by natural (NBO) population analysis, quoted in units of e: -0.983, 0.494, 0.478, -0.971, 0.497, 0.503, -0.983, 0.477, 0.483, -0.918, 0.476, 0.445, -1.000, 0.481, 0.503, -0.970, 0.473, 0.483, -0.967, 0.483, 0.482, -0.993, 0.506, 0.484, -0.951, 0.463, 0.469, -0.916, 0.469, 0.471, -0.960, 0.476, 0.508, -0.988, 0.492, 0.494, -0.963, 0.470, 0.505

Record 7
Computed, not measured: a cluster of 2 separate species, CH7NP4 in total in a non-equilibrium geometry, with ωB97M-V/def2-TZVPD.

Cartesian coordinates (Å):
C -1.73 -1.34 -0.58
N -0.65 -0.46 -0.04
P -0.34 0.90 -1.09
P 0.39 -0.95 1.28
P 0.70 2.19 0.39
P 2.13 0.52 0.79
H -1.26 -2.21 -1.17
H -2.51 -1.50 0.07
H -2.01 -0.89 -1.51
H 1.54 0.25 -1.72
H 0.03 -0.01 2.26
H 1.28 2.64 -0.81
H 2.44 0.86 2.13

relative energy (zero: lowest compared OMol25 entry of this formula, charge and spin) = 0.0 kJ/mol
LUMO = -0.1 eV
total charge = 0
Kohn-Sham gap = 0.3027 hartree
spin multiplicity = 1
M = 156.970 g/mol
E_HOMO = -8.30 eV

Charges obtained by natural (NBO) population analysis, quoted in units of e: -0.415, -1.087, 0.582, 0.559, -0.037, 0.002, 0.200, 0.207, 0.212, -0.137, -0.067, 0.001, -0.021

Record 8
Computed, not measured: a cluster of 2 separate species, C5H16NO in total in a non-equilibrium geometry, with ωB97M-V/def2-TZVPD.

Cartesian coordinates (Å):
C -0.04 0.06 1.61
C -1.02 1.00 0.76
C -0.89 0.76 -0.68
C -1.20 -0.74 -1.21
C -2.67 -0.80 -1.58
N 1.29 -0.09 1.12
H -0.31 -0.88 2.13
H -0.10 0.46 2.71
H -2.00 0.88 1.12
H -0.77 2.07 0.85
H -1.38 1.48 -1.41
H 0.21 1.04 -0.92
H -0.70 -0.95 -2.21
H -0.81 -1.59 -0.50
H -2.98 0.21 -1.95
H -3.38 -1.09 -0.95
H -2.86 -1.38 -2.50
H 1.79 -0.91 0.95
H 1.33 0.50 0.20
H 2.05 0.26 1.72
H 3.71 -0.79 -0.55
H 4.36 0.46 0.10
O 3.47 -0.10 -0.01

relative energy (zero: lowest compared OMol25 entry of this formula, charge and spin) = 308.0 kJ/mol
LUMO = -3.3 eV
total charge = +1
Kohn-Sham gap = 0.4051 hartree
spin multiplicity = 1
M = 106.189 g/mol
E_HOMO = -14.35 eV

Charges obtained by natural (NBO) population analysis, quoted in units of e: -0.298, -0.412, -0.389, -0.422, -0.618, -0.704, 0.254, 0.250, 0.243, 0.230, 0.257, 0.153, 0.228, 0.199, 0.206, 0.213, 0.226, 0.453, 0.470, 0.450, 0.489, 0.518, -0.996

Record 9
Computed, not measured: a structure of composition C3H4HgO in a non-equilibrium geometry, with ωB97M-V/def2-TZVPD.

Cartesian coordinates (Å):
C -0.49 -0.53 0.03
C 0.76 0.31 0.30
C 0.67 -1.23 0.00
H -1.34 -0.57 0.72
H 0.89 0.70 1.32
H 1.22 0.93 -0.49
H 1.00 -2.01 0.69
O -1.62 0.36 -1.39
Hg -1.10 2.06 -1.18

relative energy (zero: lowest compared OMol25 entry of this formula, charge and spin) = 97.6 kJ/mol
LUMO (alpha / beta) = -2.0 / -1.0 eV
total charge = 0
Kohn-Sham gap (alpha / beta) = 0.2130 / 0.3133 hartree
spin multiplicity = 1
M = 256.654 g/mol
E_HOMO (alpha / beta) = -7.75 / -9.56 eV

Charges obtained by natural (NBO) population analysis, quoted in units of e: -0.069, -0.511, -0.122, 0.237, 0.215, 0.217, 0.215, -0.926, 0.744

Record 10
Computed, not measured: a structure of composition C29H43BrCl5O11P3Tc in a non-equilibrium geometry, with ωB97M-V/def2-TZVPD.

Cartesian coordinates (Å):
Tc -0.44 -0.29 -0.04
C -0.81 5.16 3.06
C -1.41 5.07 1.67
C -0.93 6.19 0.77
O -1.00 3.81 1.06
P -1.78 2.47 1.12
O -0.78 1.35 1.14
C -2.85 2.31 -0.34
P -1.75 2.17 -1.79
O -0.64 1.20 -1.65
O -2.67 1.78 -3.01
C -3.75 2.65 -3.42
C -3.58 3.00 -4.89
C -5.08 1.95 -3.15
O -1.29 3.67 -1.94
C -0.28 4.15 -2.88
C 0.18 3.09 -3.87
C 0.90 4.69 -2.09
O -2.58 2.57 2.46
C -3.55 1.67 3.04
C -3.19 0.21 2.81
C -4.94 2.04 2.53
H -1.10 6.10 3.53
H 0.27 5.11 3.01
H -1.16 4.34 3.68
H -2.50 5.08 1.73
H 0.15 6.20 0.74
H -1.28 7.15 1.15
H -1.32 6.06 -0.24
H -3.51 3.17 -0.43
H -3.44 1.40 -0.30
H -3.69 3.57 -2.82
H -3.52 2.09 -5.48
H -2.68 3.59 -5.05
H -4.44 3.57 -5.24
H -5.17 1.07 -3.79
H -5.90 2.63 -3.38
H -5.16 1.64 -2.12
H -0.78 4.97 -3.41
H 0.81 2.35 -3.38
H 0.76 3.56 -4.66
H -0.67 2.57 -4.31
H 1.34 3.88 -1.50
H 0.59 5.49 -1.42
H 1.65 5.08 -2.78
H -3.48 1.89 4.11
H -3.19 -0.05 1.75
H -3.92 -0.42 3.32
H -2.21 0.00 3.22
H -5.07 1.77 1.49
H -5.08 3.12 2.64
H -5.69 1.54 3.12
Cl 1.49 0.14 2.62
C 0.59 -1.30 2.68
C -0.27 -1.59 1.61
C -1.03 -2.77 1.79
Cl -2.18 -3.22 0.62
C -0.92 -3.60 2.90
Cl -1.90 -4.99 3.06
C -0.01 -3.28 3.93
Cl 0.16 -4.29 5.28
C 0.74 -2.10 3.81
Cl 1.82 -1.66 5.06
Br -3.01 -5.86 -6.05
C -2.58 -4.55 -4.75
C -3.50 -3.55 -4.45
C -3.21 -2.62 -3.47
C -1.99 -2.68 -2.80
C -1.06 -3.67 -3.13
C -1.35 -4.61 -4.10
C -1.61 -1.75 -1.73
O -2.36 -0.91 -1.16
O -0.40 -1.81 -1.30
H -4.44 -3.50 -4.99
H -3.92 -1.85 -3.21
H -0.12 -3.71 -2.61
H -0.64 -5.37 -4.36
C 1.84 -0.81 -2.84
O 2.15 0.24 -1.93
P 1.87 0.16 -0.37
O 2.51 1.58 -0.13
C 2.34 2.55 0.90
O 2.87 -0.95 0.19
C 4.29 -0.86 -0.05
H 2.51 -0.69 -3.69
H 0.80 -0.72 -3.17
H 1.98 -1.79 -2.38
H 2.74 3.48 0.49
H 2.91 2.27 1.79
H 1.29 2.68 1.16
H 4.77 -1.41 0.76
H 4.62 0.18 -0.04
H 4.54 -1.31 -1.01

LUMO (alpha / beta) = -6.4 / -7.7 eV
total charge = +2
Kohn-Sham gap (alpha / beta) = 0.2598 / 0.2124 hartree
spin multiplicity = 4
M = 1015.743 g/mol
E_HOMO (alpha / beta) = -13.47 / -13.47 eV

Charges obtained by Mulliken population analysis, quoted in units of e: -0.566, -1.461, 0.563, -1.250, 0.496, -0.087, -0.282, -0.955, -0.354, -0.281, -0.139, 0.805, -1.477, -1.375, 0.033, 0.625, -1.375, -1.161, -0.417, 0.385, -1.018, -1.397, 0.497, 0.294, 0.323, 0.352, 0.303, 0.502, 0.177, 0.814, 0.503, 0.300, 0.326, 0.317, 0.455, 0.338, 0.454, 0.232, 0.304, 0.218, 0.532, 0.333, 0.039, 0.271, 0.494, 0.421, -0.069, 0.599, 0.259, 0.232, 0.390, 0.494, -0.191, 1.682, -1.221, 1.787, -0.151, -0.392, -0.147, 0.675, -0.135, -0.424, -0.160, -0.121, 0.028, -0.764, -0.284, 0.294, -0.194, -0.827, 1.795, -1.196, -1.052, 0.468, 0.516, 0.474, 0.467, -0.787, -0.358, 1.542, -0.204, -0.892, -0.246, -0.852, 0.449, 0.116, 0.334, 0.315, 0.477, 0.255, 0.263, 0.376, 0.272

Record 11
Computed, not measured: the ion C4H5N2O with charge +1 in a non-equilibrium geometry, with ωB97M-V/def2-TZVPD.

Cartesian coordinates (Å):
C 0.31 -0.76 0.20
C -1.15 -1.12 0.03
C 1.26 -0.02 -0.20
C 2.28 1.03 -0.26
N -2.08 -0.28 -0.18
N -3.11 0.19 0.13
O -4.07 0.69 -0.36
H 0.46 -1.38 0.97
H -1.44 -2.09 0.18
H 1.71 1.94 0.08
H 2.90 1.13 -1.20
H 2.92 0.66 0.62

relative energy (zero: lowest compared OMol25 entry of this formula, charge and spin) = 679.8 kJ/mol
LUMO (alpha / beta) = -6.8 / -6.8 eV
total charge = +1
Kohn-Sham gap (alpha / beta) = 0.2252 / 0.2259 hartree
spin multiplicity = 1
M = 97.097 g/mol
E_HOMO (alpha / beta) = -12.93 / -12.94 eV

Charges obtained by natural (NBO) population analysis, quoted in units of e: -0.363, -0.061, 0.561, -0.752, -0.065, 0.385, -0.248, 0.346, 0.233, 0.307, 0.313, 0.344

Record 12
Computed, not measured: an isolated molecule of C5H6O2, with ωB97M-V/def2-TZVPD.

Cartesian coordinates (Å):
C 3.00 -0.12 0.26
C 1.89 -0.18 -0.21
C 0.53 -0.30 -0.73
O 0.30 -0.50 -1.91
C -0.60 -0.18 0.31
C -1.50 1.00 -0.05
O -1.41 -1.33 0.28
H 3.98 -0.07 0.67
H -0.15 -0.03 1.30
H -2.30 1.07 0.69
H -1.93 0.82 -1.04
H -0.93 1.93 -0.06
H -0.87 -2.10 0.50

relative energy (zero: lowest compared OMol25 entry of this formula, charge and spin) = 231.3 kJ/mol
LUMO = 0.0 eV
structure (SMILES) = C#CC(=O)[C@@H](C)O
total charge = 0
Kohn-Sham gap = 0.3728 hartree
spin multiplicity = 1
M = 98.101 g/mol
E_HOMO = -10.19 eV

Charges obtained by natural (NBO) population analysis, quoted in units of e: -0.133, -0.144, 0.484, -0.470, 0.020, -0.619, -0.691, 0.241, 0.170, 0.225, 0.233, 0.215, 0.472

| no. | energy (eV) |
| --- | --- |
| 1 | -19471.1303 |
| 2 | -7852.5140 |
| 3 | -9301.6032 |
| 4 | -8808.6107 |
| 5 | -20518.1222 |
| 6 | -27039.5019 |
| 7 | -39792.6191 |
| 8 | -8973.3225 |
| 9 | -9389.4098 |
| 10 | -216006.8324 |
| 11 | -9241.2037 |
| 12 | -9374.6982 |